# 1
Molecular formula: C4H8N2
Method: DFT, ωB97M-V with the def2-TZVPD basis set

Geometry (Å):
C: 0.41912 -1.51414 1.12874
N: 0.41155 -0.07561 0.89143
C: -0.46596 0.31177 -0.18592
C: -0.26326 1.77961 -0.60335
C: -0.35237 -0.55434 -1.43023
N: -0.21804 -1.21970 -2.36544
H: -0.61355 -1.89395 1.22862
H: 0.93252 -1.70799 2.07413
H: 0.90117 -2.08890 0.31781
H: 1.33836 0.33410 0.83655
H: -1.47836 0.16792 0.20689
H: -0.90131 2.08998 -1.44048
H: -0.48305 2.41283 0.25684
H: 0.77318 1.95841 -0.91559

Output
- orbital gap (eV) = 10.5
- energy (Ha) = -266.70123
- net charge = 0
- SMILES = CN[C@@H](C)C#N

Here are the Löwdin charges for atoms 1 to 5, given in e: atom 1 (C): -0.13, atom 2 (N): -0.10, atom 3 (C): -0.42, atom 4 (C): -0.06, atom 5 (C): -0.19



# 2
Molecular formula: C4H8N2
Method: DFT, ωB97M-V with the def2-TZVPD basis set

Geometry (Å):
C: -2.27803 -0.00923 0.04941
N: -1.27325 -0.73178 0.11900
N: -0.16796 -0.16294 -0.54736
C: 0.23808 1.19878 0.12903
C: 0.92068 -0.11130 0.33962
C: 2.25678 -0.37042 -0.10202
H: -3.24683 -0.62390 -0.04907
H: -2.51284 0.98670 -0.56713
H: 0.76654 1.94623 -0.47549
H: -0.44814 1.34912 0.84933
H: 0.53052 -0.52717 1.32650
H: 2.46120 0.11496 -1.15276
H: 2.96015 0.12924 0.65589
H: 2.75276 -1.35908 -0.08502

Output
- orbital gap (eV) = 10.5
- energy (Ha) = -266.56512
- net charge = 0
- SMILES = C=NN1C[C@@H]1C

Here are the Löwdin charges for atoms 1 to 5, given in e: atom 1 (C): -0.12, atom 2 (N): -0.04, atom 3 (N): -0.07, atom 4 (C): -0.02, atom 5 (C): -0.47



# 3
Molecular formula: C4H8N2
Method: DFT, ωB97M-V with the def2-TZVPD basis set

Geometry (Å):
C: -1.21475 1.64031 -0.52882
N: -0.05443 1.87680 -1.03570
C: -1.14450 -0.59301 -0.22175
C: -0.02880 -1.12977 0.53402
C: 1.32390 -0.86636 -0.04692
N: 0.90757 -0.22100 1.19403
H: -2.07610 1.52911 -1.18758
H: -1.47219 1.76162 0.52685
H: 0.58818 2.06124 -0.26233
H: -1.39005 -1.34152 -1.00343
H: -0.15063 -2.14013 0.94323
H: 1.38875 -0.20743 -0.90836
H: 1.98953 -1.72471 -0.01760
H: 1.37018 -0.66993 1.98027

Output
- orbital gap (spin up / spin down) (eV) = 7.7 / 7.6
- energy (Ha) = -266.49066
- net charge = 0

Here are the Löwdin charges for atoms 1 to 5, given in e: atom 1 (C): -0.26, atom 2 (N): -0.01, atom 3 (C): 0.17, atom 4 (C): -0.41, atom 5 (C): -0.14



# 4
Molecular formula: C4H8N2
Method: DFT, ωB97M-V with the def2-TZVPD basis set

Geometry (Å):
H: -2.20091 -0.85598 -2.47483
N: -1.48555 -0.77159 -1.77300
C: -1.73963 -0.04260 -0.79360
C: -0.62035 0.53131 0.04932
C: 0.80126 0.11151 -0.27050
C: 1.62019 -0.47024 0.91875
N: -0.95689 1.19974 1.03099
H: -0.24100 1.51022 1.70379
H: -2.84171 0.14715 -0.37214
H: 0.91123 -0.64079 -0.99127
H: 1.39691 0.87695 -0.68218
H: 1.22738 -1.47440 1.13031
H: 1.35777 0.22093 1.81370
H: 2.77130 -0.34222 0.71066

Output
- orbital gap (eV) = 10.2
- energy (Ha) = -266.65812
- net charge = 0
- SMILES = [H]/N=C/C(CC)=N/[H]

Here are the Löwdin charges for atoms 1 to 5, given in e: atom 1 (H): 0.05, atom 2 (N): 0.10, atom 3 (C): -0.20, atom 4 (C): -0.39, atom 5 (C): -0.22



ΔE to the lowest compared entry with this formula, charge and spin: 0.5652; 4.2689; 6.2951; 1.7383 (eV)